1.
Computed, not measured: a molecular structure, C30H45DyNO3P2S, with wB97M-V/def2-TZVPD.

Results
- Total energy: -92962.50817 eV
- Net charge: +1
- E_HOMO (alpha / beta): -9.62 / -9.63 eV
- Gap between HOMO and LUMO (alpha / beta): 6.8 / 6.9 eV
- Multiplicity: 6
- Energy relative to the best compared isomer or geometry (same formula, charge and spin): 0.5978 eV

The geometry in XYZ format:
```
83
Properties=species:S:1:pos:R:3:forces:R:3
Dy 0.9255 0.3143 0.1140 3.102 1.599 2.306
C 2.2708 2.4134 1.3197 -0.019 -0.860 0.074
C 1.5431 1.6569 2.2997 0.849 -0.598 -0.696
C 3.4914 0.4994 1.7654 -1.332 0.995 -0.064
C 3.4705 1.7019 0.9980 -1.223 -0.397 0.938
C 2.2952 0.4557 2.5498 0.068 0.697 -0.682
C 1.9499 3.8008 0.8807 -0.063 0.496 -0.285
H 0.8777 4.0292 0.9831 0.296 -0.029 -0.037
H 2.2289 3.9596 -0.1742 -0.127 0.056 0.345
H 2.5017 4.5412 1.4846 -0.187 -0.147 -0.210
C 4.6007 2.2162 0.1921 0.291 0.064 -0.449
H 4.2983 3.0856 -0.4022 0.136 -0.196 0.029
H 4.9836 1.4406 -0.4885 0.019 0.274 0.095
H 5.4309 2.5317 0.8453 -0.203 -0.114 -0.212
C 4.6503 -0.4089 1.9014 0.227 -0.598 -0.038
H 5.2900 -0.1108 2.7472 -0.137 -0.027 -0.224
H 5.2652 -0.3914 0.9944 0.023 -0.083 0.143
H 4.3200 -1.4405 2.0705 0.265 0.300 0.008
C 2.0252 -0.5363 3.6240 -0.067 -0.529 0.349
H 2.6030 -0.3022 4.5358 -0.182 -0.103 -0.264
H 2.3125 -1.5515 3.3034 -0.119 0.270 0.185
H 0.9628 -0.5531 3.9105 0.267 -0.039 -0.052
C 0.4210 2.1608 3.1328 -0.423 0.194 0.309
H 0.7839 2.7282 4.0059 -0.106 -0.153 -0.212
H -0.1946 1.3400 3.5191 0.015 0.130 0.013
H -0.2290 2.8378 2.5676 0.014 -0.011 0.130
C -4.3071 0.4203 -2.2804 -1.024 1.390 -0.229
C -4.5157 1.5257 -1.5410 -0.603 -0.027 -1.539
C -5.6531 1.6799 -0.5609 0.024 0.015 0.127
C -5.9697 0.4160 0.2575 -0.505 0.490 0.309
C -4.7753 -0.3758 0.6769 -0.192 -1.703 -0.023
C -4.3576 -1.4974 0.0314 -0.999 0.938 1.327
C -4.8295 -1.9023 -1.3216 -0.407 -0.323 -0.456
C -5.2197 -0.7576 -2.2793 -0.088 -0.782 -0.555
H -6.5949 1.9561 -1.0642 0.440 0.152 -0.133
H -6.7143 -0.2042 -0.2532 0.323 0.094 0.119
H -5.4162 2.5176 0.1084 -0.123 -0.160 -0.021
H -6.2681 -0.4723 -2.1299 0.382 0.067 0.011
H -3.6594 0.4605 -3.1529 -0.016 -0.079 0.485
H -4.0014 2.4708 -1.7962 -0.087 -0.725 0.092
H -5.1849 -1.1800 -3.2994 -0.097 0.096 0.376
H -4.0342 -2.5063 -1.7790 -0.162 0.063 -0.003
H -3.6507 -2.2077 0.4796 -0.234 0.696 -0.102
H -5.7186 -2.5530 -1.2741 0.359 -0.069 0.203
H -6.4734 0.7611 1.1731 0.087 -0.170 -0.184
H -4.3787 -0.0597 1.6471 0.052 -0.326 -0.414
P -1.2512 1.4545 -0.9795 1.206 -0.550 0.798
C -1.3484 1.6293 -2.7880 -0.571 -0.198 -0.344
C -2.2447 2.5120 0.1298 -0.658 0.307 -0.293
P -1.0913 -1.3352 0.9838 0.495 0.619 -0.380
C -1.7741 -0.3337 -0.5460 -0.340 0.236 0.244
C -2.1413 -1.0169 2.4228 -0.421 -0.029 0.210
C -1.1727 -3.1254 0.6817 -0.211 -0.092 -0.354
H -0.4354 1.1925 -3.2194 -0.119 0.291 0.312
H -1.4078 2.6899 -3.0540 0.111 -0.159 0.054
H -2.1976 1.0952 -3.2285 0.491 0.473 0.160
H -3.3060 2.2484 0.1685 0.384 0.093 0.014
H -2.1546 3.5452 -0.2531 -0.010 -0.350 0.312
H -1.8657 2.4727 1.1615 0.273 -0.027 -0.454
H -2.1937 -3.5038 0.5850 0.180 -0.029 -0.038
H -0.7001 -3.6152 1.5408 -0.036 0.189 -0.075
H -0.5800 -3.3937 -0.2010 -0.117 0.079 0.146
H -1.7364 -0.9769 -1.4358 0.076 0.140 0.136
H -2.8234 -0.0688 -0.3884 0.241 -0.734 0.032
H -1.7572 -1.5846 3.2795 0.200 0.170 -0.237
H -3.1694 -1.3403 2.2668 0.157 -0.023 0.111
H -2.1358 0.0486 2.6777 0.052 -0.183 -0.023
O 2.3822 0.5187 -1.6061 0.999 -1.833 -0.711
C 2.8427 -0.6823 -1.4469 -1.220 0.620 1.057
N 2.2231 -1.4545 -0.5277 0.059 -0.943 -0.806
S 2.8795 -3.0112 -0.3572 -0.564 1.511 0.236
O 3.3835 -3.1261 0.9911 -0.299 -0.351 -1.099
O 1.9459 -3.9905 -0.8570 0.525 0.462 0.229
C 4.1460 -2.6173 -1.5332 1.018 -0.926 -0.490
C 5.2011 -3.4441 -1.9091 -0.218 0.366 0.038
C 6.1536 -2.9310 -2.8013 -0.185 -0.121 0.058
C 6.0536 -1.6218 -3.2917 -0.360 0.252 0.101
C 4.9937 -0.7880 -2.8971 -0.509 -0.732 0.295
C 4.0108 -1.3393 -2.0457 1.023 0.760 -0.429
H 5.2440 -4.4492 -1.4985 0.250 0.128 -0.169
H 6.9848 -3.5666 -3.1194 -0.313 0.262 0.117
H 6.7952 -1.2506 -4.0043 -0.210 -0.120 0.370
H 4.8911 0.2495 -3.2218 0.104 -0.388 -0.019
```
Positions in Å, forces in eV/Å.

---

2.
Computed, not measured: 3 unconnected molecules or ions with the total composition C30H45F3O8S2, with wB97M-V/def2-TZVPD.

Results
- Total energy: -78020.83044 eV
- Net charge: 0
- E_HOMO: -8.65 eV
- Gap between HOMO and LUMO: 6.4 eV
- Multiplicity: 1

The geometry in XYZ format:
```
88
Properties=species:S:1:pos:R:3:forces:R:3
C 9.5770 -1.2873 -0.6464 -0.995 0.235 -0.659
C 8.5569 -2.5818 -0.6017 1.205 0.593 0.578
S 6.7638 -2.1413 -1.0424 0.073 0.251 -0.083
C 6.6445 -0.4009 -1.7302 0.926 2.345 0.307
C 5.1096 0.1648 -1.6086 -3.234 -0.028 -1.796
C 4.0883 0.1907 -2.6988 2.237 -0.545 3.881
S 4.5762 -0.5399 -4.3640 -0.804 -0.307 1.370
C 2.5875 0.8477 -2.3662 -1.136 2.172 -4.262
O 1.9398 1.4559 -3.3658 3.592 -3.921 6.701
C 2.0196 0.7452 -0.7997 1.681 -0.311 2.738
C 0.4000 0.7142 -0.5560 -0.562 1.450 -0.042
C -0.1590 -0.5833 0.2733 0.397 -0.783 0.372
C -1.5250 -1.2616 -0.3276 -3.069 -2.239 -1.647
C -1.3348 -2.6773 -1.1707 -3.188 0.767 0.274
C -2.5792 -3.5314 -1.8097 -1.003 4.439 2.352
C -4.0984 -2.9017 -1.6103 2.554 1.785 1.458
C -4.3702 -1.5119 -0.7726 4.368 -1.410 -0.537
C -3.0578 -0.6921 -0.1461 0.804 -3.073 -1.593
C 3.0111 0.6883 0.3487 -1.417 0.173 -3.807
C 2.5887 0.5440 1.9258 0.808 0.078 2.115
F 2.2802 -0.8948 2.2697 0.660 4.949 -1.054
F 3.7139 0.9139 2.8647 -3.905 -1.371 -3.344
F 1.4535 1.4492 2.3354 3.571 -3.364 -1.409
C 4.6083 0.7882 -0.1390 4.489 2.283 2.700
O 5.5695 1.3976 0.5730 -6.249 -3.777 -4.052
H 10.6569 -1.5998 -0.3105 -2.177 0.684 -0.792
H 9.1686 -0.3879 0.0223 0.975 -2.185 -1.253
H 9.5355 -0.8849 -1.7681 0.532 -0.866 2.450
H 8.8888 -3.4081 -1.3684 -0.568 1.675 1.668
H 8.5363 -2.9965 0.5096 -0.090 0.719 -2.504
H 7.1176 -0.2887 -2.8167 -1.611 -0.343 2.234
H 7.3125 0.2990 -1.0310 -1.698 -1.418 -1.445
H 4.5895 -1.9513 -4.1362 -0.162 1.896 0.330
H 0.1469 1.6697 0.1134 0.715 -1.995 -1.524
H -0.2313 0.8797 -1.5554 1.860 -0.556 2.020
H -0.2557 -0.2597 1.4181 -0.096 -0.859 -2.628
H 0.6927 -1.4143 0.2508 -2.001 1.651 0.023
H -0.2431 -3.1076 -1.2939 -2.461 1.009 0.305
H -2.4619 -4.5375 -2.4114 -0.084 2.379 1.441
H -5.0144 -3.4771 -2.0898 2.096 1.383 1.182
H -5.4507 -1.0593 -0.5948 2.584 -1.206 -0.533
H -3.2196 0.3079 0.4758 0.320 -2.424 -1.521
C 7.0819 7.3270 2.7527 -0.092 -0.258 0.303
O 6.2541 6.7114 3.7286 -0.159 0.343 -0.504
C 5.1872 7.5461 4.1699 -0.134 -0.546 0.036
C 3.8622 6.7781 4.2425 0.030 0.007 -0.120
O 3.3196 6.3764 2.9787 0.414 -0.151 0.155
C 4.0363 5.3627 2.2561 -0.244 -0.145 0.118
C 4.0723 3.9838 2.9282 0.490 0.493 -0.095
O 4.9303 3.9937 4.0691 -0.515 0.075 0.135
C 4.4075 3.2818 5.1759 0.329 -0.067 -0.175
H 7.7804 8.0126 3.2402 0.064 0.141 -0.166
H 7.6453 6.5432 2.2409 -0.023 0.026 0.162
H 6.4893 7.8618 2.0015 0.031 0.039 0.067
H 5.0609 8.4180 3.5183 0.044 -0.087 -0.065
H 5.4485 7.9008 5.1700 -0.193 0.170 0.147
H 3.1151 7.4458 4.6810 0.022 0.093 -0.172
H 3.9288 5.9251 4.9199 0.265 0.007 -0.094
H 5.0344 5.7115 1.9966 0.129 -0.143 0.202
H 3.4999 5.2530 1.3066 -0.115 0.006 0.172
H 4.4767 3.2486 2.2237 -0.160 0.076 -0.164
H 3.0540 3.6855 3.1965 -0.006 0.040 0.083
H 3.3468 3.5051 5.3347 -0.026 -0.073 -0.049
H 4.9535 3.5945 6.0698 0.049 -0.034 -0.149
H 4.5485 2.2038 5.0290 -0.182 0.051 0.149
C -8.2045 -6.7825 -1.8800 -0.014 0.275 -0.267
O -8.8199 -5.7624 -2.6529 -0.192 -0.255 0.519
C -10.2107 -5.9819 -2.8703 0.107 0.540 -0.010
C -11.0252 -4.7011 -2.6538 0.039 -0.060 0.082
O -11.0842 -4.2369 -1.2995 0.475 0.036 -0.215
C -9.8652 -3.7322 -0.7315 -0.222 0.193 0.006
C -9.3241 -2.4510 -1.3798 0.173 -0.650 -0.162
O -8.7889 -2.7205 -2.6754 -0.475 0.178 0.031
C -9.1185 -1.7370 -3.6393 0.296 -0.120 0.079
H -7.9991 -7.6512 -2.5114 0.021 -0.165 0.151
H -7.2624 -6.3914 -1.4886 -0.055 -0.001 -0.145
H -8.8289 -7.0738 -1.0275 0.004 -0.040 -0.075
H -10.6018 -6.7701 -2.2171 0.093 0.055 0.052
H -10.3271 -6.3071 -3.9070 -0.272 -0.047 -0.098
H -12.0607 -4.9149 -2.9336 0.015 -0.104 0.167
H -10.6993 -3.9004 -3.3199 0.234 -0.138 0.034
H -9.1093 -4.5147 -0.6916 0.145 0.097 -0.230
H -10.1095 -3.4969 0.3106 -0.129 0.061 -0.161
H -8.5077 -2.0528 -0.7672 -0.121 0.028 0.235
H -10.1224 -1.7035 -1.4246 -0.025 -0.027 -0.071
H -10.1727 -1.4458 -3.5744 0.035 0.058 0.048
H -8.9487 -2.1630 -4.6315 0.093 0.013 0.150
H -8.4754 -0.8572 -3.5124 -0.181 0.073 -0.105
```
Positions in Å, forces in eV/Å.